Record 1
24
Properties=species:S:1:pos:R:3:forces:R:3:lowdin_spin:R:1 method="wB97M-V/def2-TZVPD" lumo_ev="3.724 / 3.662" fmax_ev_per_a=4.49 spin_multiplicity=2 total_charge=-1 homo_lumo_gap_ev="2.46 / 7.96" homo_ev="1.2668 / -4.2960"
C 1.260 -1.523 -2.582 -0.790 2.930 -0.221 0.090
C 0.961 2.354 -2.042 -1.019 -0.971 1.546 0.015
C 0.998 -0.053 -2.136 0.422 -3.157 1.098 0.381
O 0.330 0.088 -1.055 -1.259 -0.503 2.025 0.212
N 1.291 1.129 -2.749 2.228 1.827 -3.305 0.095
H 0.586 -2.031 -1.790 1.768 0.163 -1.467 0.008
H 2.076 1.245 -3.454 -1.133 -0.605 1.378 0.049
H 0.606 1.958 -1.002 0.475 0.974 -1.805 0.001
H 0.824 -1.650 -3.640 0.412 -0.453 0.744 0.072
H 2.392 -1.666 -2.652 -1.318 -0.712 0.293 0.029
H 1.826 3.017 -1.857 -0.534 -0.047 -0.576 0.008
H 0.071 2.776 -2.565 0.747 0.610 0.548 0.009
C 0.526 -1.781 2.019 -1.227 -0.480 0.869 0.003
C -2.359 0.751 1.540 0.840 0.022 -1.231 0.005
C -1.324 -0.118 2.326 -0.668 1.660 -4.117 0.002
O -1.532 -0.231 3.482 0.096 -1.431 3.834 0.003
N -0.330 -0.661 1.569 0.312 -0.953 1.060 0.004
H 0.000 -0.209 0.720 -0.401 -0.018 -0.910 0.003
H -0.120 -2.588 2.539 0.845 1.362 -0.681 0.001
H -1.899 1.529 0.923 0.296 -0.151 0.024 0.001
H 0.935 -2.298 1.107 0.048 0.893 1.007 0.002
H 1.265 -1.429 2.797 -0.325 -0.589 -1.069 0.001
H -2.958 0.189 0.829 0.275 -0.544 -0.142 0.005
H -3.090 1.246 2.141 -0.091 0.173 1.098 0.001

---

Record 2
100
Properties=species:S:1:pos:R:3:forces:R:3:mulliken_charge:R:1 method="wB97M-V/def2-TZVPD" lumo_ev="-3.192 / -3.244" fmax_ev_per_a=0.69 spin_multiplicity=1 total_charge=+1 homo_lumo_gap_ev="6.80 / 6.75" homo_ev="-9.9946 / -9.9972"
Co 0.351 0.097 0.943 0.047 -0.513 -0.185 -0.927
O 3.324 3.192 1.080 0.384 0.293 0.069 -0.789
C 4.224 2.501 1.826 0.057 0.133 -0.081 0.289
C 5.518 3.007 1.918 -0.064 0.011 -0.033 -0.693
C 6.476 2.350 2.668 -0.041 -0.006 -0.006 -0.396
C 6.155 1.173 3.332 0.064 0.002 0.024 -0.923
C 4.868 0.674 3.241 -0.015 -0.031 0.002 -0.760
C 3.886 1.323 2.497 0.116 -0.051 0.020 0.407
C 2.457 0.843 2.459 -0.113 0.048 0.120 1.384
O 1.883 1.073 1.226 -0.116 0.051 -0.554 -0.651
N 2.370 -0.602 2.675 0.226 -0.318 -0.043 -0.465
N 1.177 -1.122 2.259 0.417 0.281 -0.053 0.710
C 0.829 -2.270 2.701 0.045 0.095 -0.058 -0.459
C -0.330 -2.986 2.239 -0.175 -0.064 -0.105 0.339
Br -1.091 -2.314 0.628 -0.021 0.121 0.045 -0.022
C -0.836 -4.091 2.789 -0.160 -0.003 -0.215 -0.973
C -0.379 -4.725 4.025 0.060 -0.133 0.192 0.337
C -0.360 -6.122 4.085 -0.019 0.069 0.008 -0.581
C 0.089 -6.768 5.223 0.015 -0.048 0.006 -0.564
C 0.501 -6.031 6.326 0.004 0.014 -0.001 -0.446
C 0.448 -4.645 6.291 0.014 0.027 0.027 -0.801
C 0.009 -3.992 5.149 -0.001 -0.017 -0.034 0.082
H 2.577 2.596 0.909 -0.197 -0.153 -0.019 0.378
H 5.749 3.918 1.382 -0.011 -0.007 0.009 0.474
H 7.477 2.756 2.730 -0.012 -0.013 0.003 0.396
H 6.898 0.649 3.918 -0.009 0.021 -0.016 0.419
H 4.639 -0.246 3.767 -0.014 0.004 -0.006 0.285
H 1.887 1.350 3.250 -0.029 0.106 0.012 -0.372
H 2.669 -0.941 3.580 -0.081 -0.004 0.061 0.465
H 1.450 -2.778 3.434 0.018 0.059 0.008 0.744
H -1.642 -4.594 2.263 0.034 0.019 0.007 0.463
H -0.688 -6.699 3.229 0.009 0.016 0.007 0.435
H 0.113 -7.849 5.253 0.000 0.026 0.003 0.389
H 0.849 -6.538 7.217 -0.017 0.006 -0.006 0.396
H 0.739 -4.068 7.159 -0.003 -0.013 -0.010 0.431
H -0.070 -2.912 5.143 -0.051 0.017 0.025 0.406
C -2.780 -0.072 -12.411 -0.006 -0.001 0.000 -0.848
O -1.614 -0.572 -11.774 -0.008 -0.002 -0.075 -0.459
C -1.509 -0.432 -10.439 0.051 -0.017 0.069 0.922
C -2.469 0.171 -9.633 -0.068 0.028 -0.032 -0.662
C -2.255 0.259 -8.266 0.069 -0.025 0.061 -0.757
C -1.097 -0.244 -7.682 -0.053 0.002 -0.171 0.360
C -0.138 -0.846 -8.506 -0.053 0.025 0.021 -0.523
C -0.340 -0.939 -9.863 0.017 -0.008 -0.014 -0.607
C -0.846 -0.166 -6.249 0.021 0.022 0.234 0.335
N 0.247 -0.583 -5.647 0.100 -0.057 -0.091 -0.859
C 0.059 -0.326 -4.321 -0.253 0.101 -0.077 0.949
C -1.173 0.260 -4.102 0.216 -0.100 -0.073 0.153
N -1.739 0.357 -5.347 -0.101 0.014 -0.152 -0.119
C -1.643 0.649 -2.818 -0.013 0.014 0.194 0.014
C -2.879 1.256 -2.540 -0.004 0.004 0.095 -0.650
C -3.195 1.576 -1.244 -0.026 -0.031 -0.143 -1.392
C -2.278 1.304 -0.228 0.061 0.091 0.152 -0.053
N -1.107 0.738 -0.462 0.656 0.084 -0.192 0.429
C -0.778 0.396 -1.735 -0.240 -0.035 -0.123 0.558
C 0.504 -0.242 -1.952 -0.038 0.158 -0.080 -0.011
N 1.255 -0.443 -0.856 0.061 -0.412 0.246 0.209
C 2.466 -0.950 -0.985 -0.067 0.012 0.141 -0.155
C 2.986 -1.326 -2.225 0.011 0.002 -0.171 -1.162
C 2.225 -1.154 -3.358 0.077 -0.028 0.120 -0.555
C 0.948 -0.589 -3.235 -0.016 0.038 0.185 0.048
H -2.657 -0.288 -13.467 0.001 -0.003 -0.015 0.245
H -2.876 1.007 -12.271 0.008 -0.002 0.011 0.347
H -3.677 -0.574 -12.042 0.006 -0.001 0.008 0.344
H -3.379 0.574 -10.053 0.023 -0.011 0.003 0.409
H -3.022 0.740 -7.670 0.020 -0.007 0.007 0.216
H 0.765 -1.238 -8.060 -0.012 0.009 0.006 0.478
H 0.395 -1.402 -10.508 -0.023 0.012 0.010 0.436
H -2.647 0.724 -5.574 0.021 0.001 0.012 0.177
H -3.579 1.471 -3.338 0.020 -0.001 -0.004 0.464
H -4.136 2.046 -0.997 0.001 -0.005 0.014 0.499
H -2.483 1.576 0.799 0.004 -0.015 -0.036 0.461
H 3.043 -1.050 -0.071 -0.029 -0.011 -0.033 0.456
H 3.981 -1.746 -2.278 -0.008 0.016 -0.006 0.453
H 2.592 -1.430 -4.337 -0.023 0.001 0.001 0.619
C -2.389 5.716 3.962 0.008 0.015 -0.005 -0.466
C -1.373 5.914 3.039 0.015 0.019 -0.005 -0.759
C -0.749 4.825 2.453 -0.006 -0.051 0.041 -0.555
C -1.121 3.516 2.779 0.166 0.148 0.054 0.662
C -2.153 3.331 3.703 -0.084 0.039 -0.005 -0.131
C -2.775 4.424 4.287 -0.044 -0.033 0.020 -0.974
C -0.411 2.424 2.087 -0.232 -0.061 0.122 -0.700
C -0.468 1.110 2.306 -0.261 0.035 0.529 1.301
C -1.031 0.442 3.495 -0.178 0.117 -0.041 0.324
C -2.141 -0.396 3.410 -0.031 -0.104 -0.005 0.339
C -2.670 -0.992 4.547 -0.077 -0.055 -0.109 -0.993
C -2.095 -0.764 5.787 -0.022 -0.062 0.052 -0.702
C -0.987 0.066 5.885 0.092 0.084 0.013 -1.072
C -0.461 0.666 4.751 0.047 -0.060 0.066 0.123
H -2.880 6.564 4.422 0.011 -0.012 -0.002 0.395
H -1.064 6.917 2.774 -0.006 -0.014 0.005 0.400
H 0.047 4.983 1.734 -0.008 -0.006 0.008 0.451
H -2.487 2.337 3.967 0.016 0.048 -0.014 0.582
H -3.572 4.263 5.002 0.014 -0.001 -0.022 0.435
H 0.217 2.766 1.266 -0.196 0.024 -0.040 -0.035
H -2.606 -0.567 2.445 -0.017 0.003 0.045 0.447
H -3.540 -1.632 4.465 0.017 0.024 -0.006 0.436
H -2.513 -1.224 6.674 0.010 0.007 -0.014 0.447
H -0.544 0.265 6.854 0.007 -0.001 -0.026 0.472
H 0.379 1.345 4.835 -0.007 -0.003 0.015 0.398

---

Record 3
122
Properties=species:S:1:pos:R:3:forces:R:3:mulliken_charge:R:1 method="wB97M-V/def2-TZVPD" lumo_ev=0.036 fmax_ev_per_a=5.06 spin_multiplicity=1 total_charge=0 homo_lumo_gap_ev=8.61 smiles="C=CN(Br)C(=O)OCOCOCCO.COCCNCCOC.COCCNCCOC.COCCNCCOC.COCCNCCOC" homo_ev=-8.5744
C 4.187 -0.322 3.908 0.397 -0.386 1.905 -0.759
C 4.104 -0.124 2.629 -0.029 0.072 -1.336 0.097
N 4.778 0.928 1.906 -1.399 -0.117 -0.943 -0.322
Br 4.042 0.966 0.149 0.244 -0.066 -0.100 -0.060
C 4.533 2.223 2.524 -1.728 -1.436 -2.331 0.697
O 5.373 2.642 3.184 3.398 1.813 3.283 -0.369
O 3.396 2.879 2.257 -0.793 -0.948 0.102 -0.240
C 2.800 3.495 3.413 -1.073 1.081 1.080 0.059
O 1.487 3.079 3.670 0.381 -0.367 -0.901 -0.393
C 1.445 1.701 4.007 0.092 0.525 0.805 0.196
O 0.195 1.408 4.550 0.456 -0.365 -0.665 -0.455
C -0.515 0.355 3.908 -1.231 0.048 0.486 -0.399
C -1.606 0.915 2.996 0.186 0.303 0.193 -0.569
O -1.090 1.464 1.802 0.319 -0.434 -0.253 -0.427
H 4.911 0.147 4.566 -0.307 0.406 -0.047 0.246
H 3.519 -1.051 4.350 0.294 -0.209 -0.029 0.272
H 3.526 -0.823 2.036 -0.186 0.376 -0.229 0.340
H 3.372 3.332 4.330 0.414 -0.266 -0.445 -0.085
H 2.704 4.566 3.234 0.182 -0.113 -0.222 0.281
H 2.192 1.551 4.808 0.088 -0.144 -0.293 0.254
H 1.689 1.113 3.119 -0.187 -0.182 0.082 0.113
H 0.132 -0.377 3.410 0.107 0.268 -0.070 0.319
H -1.042 -0.181 4.710 0.212 -0.012 -0.065 0.352
H -2.064 1.749 3.536 -0.021 -0.112 -0.036 0.319
H -2.400 0.180 2.791 0.254 -0.113 0.063 0.346
H -0.595 0.750 1.369 -0.136 0.295 -0.236 0.224
C -0.370 -3.354 -4.633 0.439 0.237 -0.072 -0.669
O 0.647 -2.363 -4.711 -0.346 -0.073 -0.117 -0.418
C 0.260 -1.217 -5.461 0.480 0.162 -0.026 -0.952
C 0.214 -0.002 -4.556 -0.202 -0.266 0.185 -0.197
N -0.901 -0.098 -3.619 0.158 0.234 -0.099 -0.184
C -0.878 0.927 -2.578 -0.217 -0.367 0.054 -0.933
C 0.261 0.866 -1.564 -0.159 0.384 0.204 -0.359
O 0.219 -0.277 -0.714 0.181 0.075 -0.126 -0.216
C 0.900 -1.423 -1.206 -0.212 -0.034 0.294 -0.317
H 0.036 -4.209 -4.106 0.084 0.075 0.028 0.344
H -1.235 -2.982 -4.080 -0.099 -0.027 -0.111 0.256
H -0.678 -3.673 -5.634 -0.109 0.012 0.025 0.323
H -0.694 -1.365 -5.974 -0.066 -0.040 0.133 0.405
H 1.028 -1.058 -6.225 -0.040 0.026 -0.030 0.422
H 0.098 0.899 -5.166 -0.019 0.043 0.057 0.366
H 1.173 0.058 -4.025 0.131 0.066 -0.208 0.317
H -0.879 -1.008 -3.175 -0.029 -0.024 -0.064 -0.057
H -1.817 0.838 -2.026 0.033 0.092 0.068 0.385
H -0.884 1.915 -3.049 0.070 -0.012 -0.028 0.415
H 0.146 1.730 -0.904 0.006 -0.009 0.064 0.388
H 1.247 0.970 -2.030 0.021 -0.199 -0.046 0.284
H 1.769 -1.157 -1.810 -0.036 0.026 -0.083 0.279
H 0.224 -2.059 -1.783 0.131 -0.042 -0.171 -0.158
H 1.240 -2.003 -0.346 0.007 0.064 0.019 0.323
C -7.192 3.115 -6.520 0.064 0.005 -0.187 -0.737
O -6.222 3.734 -7.346 -0.116 -0.106 0.302 -0.352
C -5.327 4.579 -6.629 0.214 0.244 -0.403 -0.788
C -3.916 4.031 -6.703 -0.223 -0.307 0.085 -0.219
N -3.795 2.803 -5.923 0.165 0.207 -0.108 -0.237
C -2.528 2.102 -6.117 -0.283 -0.254 0.182 -0.458
C -2.266 1.498 -7.497 0.391 -0.065 0.196 -0.732
O -3.135 0.429 -7.829 -0.033 0.236 -0.150 -0.409
C -4.339 0.813 -8.471 -0.016 -0.324 0.105 -0.585
H -7.866 2.551 -7.163 0.043 0.031 -0.042 0.243
H -6.725 2.422 -5.812 -0.078 0.045 0.121 0.311
H -7.775 3.863 -5.974 -0.001 -0.050 0.077 0.348
H -5.642 4.719 -5.591 -0.010 -0.155 0.016 0.411
H -5.350 5.558 -7.118 -0.003 0.015 0.042 0.397
H -3.218 4.777 -6.310 0.030 -0.028 0.003 0.346
H -3.680 3.859 -7.761 0.016 0.220 -0.059 0.202
H -4.550 2.180 -6.180 -0.007 0.006 0.043 0.075
H -2.506 1.286 -5.388 0.118 -0.029 -0.046 0.202
H -1.705 2.776 -5.858 -0.029 0.062 -0.076 0.417
H -1.261 1.066 -7.471 -0.015 -0.021 -0.010 0.368
H -2.251 2.254 -8.290 -0.172 0.005 -0.020 0.432
H -4.210 1.700 -9.095 0.000 0.063 0.070 0.297
H -5.134 0.983 -7.740 -0.068 0.167 -0.095 0.179
H -4.654 -0.015 -9.107 0.063 -0.004 0.002 0.280
C -4.018 -9.500 -1.792 -0.093 0.119 -0.127 -0.733
O -4.800 -8.320 -1.831 0.233 -0.201 0.150 -0.345
C -4.997 -7.731 -0.549 -0.372 0.321 -0.132 -0.813
C -4.337 -6.367 -0.492 0.251 -0.225 -0.152 -0.178
N -2.883 -6.495 -0.501 -0.158 0.174 0.043 -0.311
C -2.181 -5.225 -0.664 0.179 -0.266 -0.046 -1.105
C -2.334 -4.504 -2.002 0.236 0.270 0.194 0.407
O -1.748 -5.191 -3.095 -0.602 -0.290 0.217 -0.357
C -2.607 -6.116 -3.745 0.333 -0.075 -0.115 -0.732
H -3.985 -9.910 -2.801 -0.041 0.055 -0.004 0.244
H -2.994 -9.287 -1.469 0.010 -0.116 0.097 0.315
H -4.467 -10.245 -1.129 0.081 -0.026 0.034 0.347
H -4.637 -8.378 0.256 0.136 -0.011 -0.073 0.414
H -6.075 -7.604 -0.416 0.009 -0.015 0.042 0.395
H -4.648 -5.854 0.422 0.032 0.030 -0.005 0.372
H -4.694 -5.789 -1.354 -0.209 0.030 0.075 0.194
H -2.615 -7.110 -1.259 0.001 -0.027 0.033 0.120
H -1.117 -5.434 -0.520 0.013 0.099 -0.029 0.431
H -2.479 -4.549 0.142 -0.072 0.002 -0.036 0.417
H -1.789 -3.558 -1.919 0.008 -0.008 -0.007 -0.293
H -3.374 -4.237 -2.219 -0.041 -0.147 -0.051 0.315
H -3.651 -5.797 -3.721 -0.011 -0.017 0.087 0.339
H -2.509 -7.113 -3.309 -0.201 -0.032 -0.001 0.225
H -2.290 -6.185 -4.787 0.014 0.065 0.016 0.311
C 5.927 2.003 10.887 -0.129 0.154 0.001 -0.734
O 5.846 3.390 10.613 0.141 -0.310 -0.039 -0.346
C 7.062 3.937 10.111 -0.116 0.501 0.051 -0.798
C 6.867 4.432 8.691 -0.161 -0.349 0.010 -0.176
N 6.686 3.313 7.772 0.047 0.247 -0.013 -0.318
C 6.280 3.713 6.426 -0.053 -0.365 0.096 -0.817
C 4.896 4.337 6.268 0.169 0.052 -0.367 -0.538
O 3.828 3.439 6.538 0.128 0.264 0.187 -0.372
C 3.412 3.399 7.894 -0.213 -0.309 -0.157 -0.789
H 4.980 1.695 11.329 -0.006 0.067 -0.009 0.244
H 6.087 1.427 9.970 0.110 -0.089 0.055 0.310
H 6.729 1.791 11.600 0.026 -0.077 -0.045 0.349
H 7.886 3.221 10.169 -0.089 -0.105 -0.074 0.412
H 7.316 4.790 10.747 0.040 -0.018 -0.001 0.396
H 7.744 5.010 8.386 -0.013 -0.002 -0.042 0.356
H 5.994 5.098 8.687 0.098 0.172 0.112 0.190
H 5.980 2.693 8.150 0.034 -0.015 0.012 0.114
H 6.310 2.813 5.807 -0.035 0.092 -0.096 0.378
H 7.030 4.397 6.018 -0.023 0.044 0.042 0.401
H 4.793 4.619 5.216 0.029 -0.013 0.011 0.346
H 4.783 5.264 6.842 -0.047 -0.093 0.163 0.436
H 3.528 4.365 8.389 0.095 -0.005 0.001 0.339
H 3.955 2.628 8.445 0.039 0.126 0.156 0.253
H 2.356 3.126 7.909 0.003 0.040 -0.061 0.312

---

ΔE to the lowest compared entry with this formula, charge and spin? In order: 264.5; 0.0; 0.0 kJ/mol.